Entry from the Open Molecules 2025 dataset: a molecular structure, C53H132N8O18Zn at a distorted geometry (wB97M-V/def2-TZVPD).

```
212
Properties=species:S:1:pos:R:3:lowdin_charge:R:1
Zn 5.64190 5.89806 -10.25767 1.06
C -0.38339 4.05068 -11.71274 -0.12
C 0.32735 4.67573 -10.49827 -0.52
O 1.71275 4.70674 -10.62277 -0.34
H -1.45373 3.95389 -11.53082 0.05
H 0.01039 3.08251 -12.02207 0.06
H -0.28584 4.73058 -12.55910 0.05
H -0.07435 4.12395 -9.64840 0.07
H 0.00170 5.70516 -10.34882 0.08
C 5.87557 5.38410 -15.35553 -0.09
C 6.93061 6.40683 -14.91507 -0.64
C 6.49558 7.78310 -15.44557 -0.10
O 7.14585 6.47379 -13.53704 -0.27
H 5.74615 5.37059 -16.43773 0.07
H 4.92602 5.46511 -14.82647 0.07
H 6.27688 4.46827 -14.92159 0.06
H 7.85297 6.13917 -15.43052 0.11
H 6.68246 7.84112 -16.51786 0.06
H 7.13571 8.60447 -15.12357 0.06
H 5.42970 7.95780 -15.29902 0.07
C 2.85484 -0.13917 -4.76178 -0.11
O 2.85774 -0.55998 -3.41323 -0.23
C 4.10971 -1.08111 -2.88124 -0.19
C 4.19933 -0.74426 -1.37956 -0.19
N 4.34319 0.72643 -1.20653 -0.06
C 4.23493 1.08342 0.18907 -0.22
C 5.24637 0.44662 1.19481 -0.21
O 4.95765 -0.94721 1.33137 -0.21
C 5.96352 -1.59458 2.13584 -0.09
H 3.10408 -1.00471 -5.37563 0.09
H 3.48327 0.74716 -4.84896 0.08
H 1.82860 0.14424 -4.99549 0.09
H 4.94453 -0.60391 -3.39452 0.11
H 4.10131 -2.14926 -3.09821 0.12
H 5.00298 -1.34141 -0.94869 0.12
H 3.21960 -1.06654 -1.02692 0.12
H 3.56552 1.14178 -1.69929 0.09
H 3.21399 0.78722 0.43000 0.11
H 4.06394 2.13968 0.39685 0.11
H 5.14290 0.89946 2.18088 0.12
H 6.23935 0.76008 0.87260 0.12
H 6.95126 -1.33352 1.75594 0.09
H 5.71046 -2.65168 2.05456 0.09
H 5.94335 -1.46178 3.21753 0.08
C -2.16848 -3.70318 -12.12406 -0.10
O -2.14584 -3.86627 -10.71181 -0.19
C -2.85907 -2.94568 -9.94508 -0.23
C -3.15315 -3.45562 -8.52434 -0.21
N -3.62494 -4.78404 -8.49690 -0.07
C -4.90887 -4.94561 -9.03417 -0.22
C -5.07720 -6.34658 -9.72321 -0.14
O -3.92497 -6.78076 -10.52298 -0.22
C -3.95989 -8.07660 -10.99410 -0.14
H -1.94155 -2.70539 -12.49959 0.08
H -3.10667 -3.96611 -12.61271 0.08
H -1.37067 -4.34273 -12.50165 0.09
H -3.77443 -2.56998 -10.40231 0.11
H -2.10544 -2.17514 -9.78259 0.12
H -3.86746 -2.74606 -8.10674 0.12
H -2.28609 -3.34825 -7.87258 0.11
H -3.03513 -5.33705 -9.10221 0.10
H -5.15539 -4.18872 -9.77878 0.11
H -5.68959 -4.86045 -8.27831 0.12
H -5.97936 -6.40160 -10.33245 0.12
H -5.19679 -7.07437 -8.92064 0.11
H -4.67536 -8.06061 -11.81626 0.08
H -4.36912 -8.78875 -10.27754 0.08
H -2.95885 -8.39283 -11.28739 0.09
C -11.29579 1.13445 -5.42364 -0.10
O -10.27864 1.54428 -6.34766 -0.19
C -9.87927 0.50822 -7.21322 -0.23
C -8.74473 0.94717 -8.16149 -0.17
N -7.53937 1.42742 -7.44119 -0.05
C -6.81367 2.43309 -8.19124 -0.21
C -5.95826 3.37505 -7.29905 -0.22
O -6.65395 4.13011 -6.33192 -0.15
C -6.97916 3.31809 -5.24743 -0.13
H -11.45757 1.90554 -4.67041 0.09
H -11.23488 0.17544 -4.90917 0.08
H -12.24505 1.03001 -5.94908 0.08
H -10.75148 0.17516 -7.77573 0.12
H -9.60826 -0.37433 -6.63378 0.12
H -9.07710 1.71910 -8.85557 0.11
H -8.43267 0.09264 -8.76190 0.11
H -7.81037 1.92151 -6.60302 0.03
H -7.50852 3.10661 -8.69288 0.11
H -6.09311 2.09448 -8.93572 0.12
H -5.35166 4.07343 -7.87559 0.12
H -5.17793 2.75772 -6.85398 0.11
H -7.18487 3.98398 -4.40935 0.09
H -6.17582 2.65197 -4.93273 0.10
H -7.91724 2.79085 -5.42101 0.07
C 1.78375 4.05105 -2.85744 -0.13
O 3.07856 4.43535 -2.47908 -0.20
C 3.40741 5.75339 -3.04851 -0.19
C 4.69543 6.18267 -2.35885 -0.25
N 5.81007 5.39507 -2.83103 -0.05
C 7.00811 5.75104 -2.02435 -0.19
C 7.94990 4.50233 -1.83348 -0.17
O 9.30189 4.69971 -2.35976 -0.17
C 10.01260 5.41992 -1.39401 -0.15
H 1.37636 3.11571 -2.47367 0.09
H 1.70132 3.94077 -3.93870 0.09
H 1.11020 4.84970 -2.54665 0.08
H 2.62528 6.46457 -2.78278 0.12
H 3.60876 5.74642 -4.11973 0.12
H 4.44831 5.99832 -1.31336 0.12
H 4.84105 7.26190 -2.40536 0.12
H 5.60262 4.43630 -2.59053 0.09
H 6.79273 5.96603 -0.97770 0.11
H 7.46683 6.62345 -2.48972 0.11
H 7.44165 3.62163 -2.22611 0.11
H 7.98092 4.18355 -0.79159 0.11
H 10.02922 5.10393 -0.35095 0.09
H 9.74600 6.47136 -1.50126 0.08
H 11.07279 5.44286 -1.64613 0.08
C -0.10121 5.32862 -19.75624 -0.10
O -0.92988 5.54563 -20.91751 -0.19
C -0.87062 6.87094 -21.41676 -0.23
C -1.41256 6.91567 -22.87137 -0.22
N -0.48493 6.29385 -23.76085 -0.06
C -0.87808 6.31519 -25.17292 -0.21
C -0.08804 5.27343 -25.97464 -0.18
O -0.22092 3.95692 -25.32976 -0.21
C 0.55739 2.93733 -25.96103 -0.12
H -0.30882 6.08632 -19.00067 0.08
H 0.97276 5.38306 -19.93437 0.08
H -0.32362 4.35981 -19.30899 0.08
H 0.14861 7.25375 -21.36452 0.12
H -1.52936 7.51990 -20.83969 0.11
H -1.53676 7.97032 -23.11709 0.12
H -2.43767 6.54538 -22.88305 0.12
H -0.25435 5.32654 -23.58406 0.10
H -0.65968 7.27421 -25.64268 0.11
H -1.93993 6.11451 -25.31541 0.11
H 0.98025 5.45429 -25.85571 0.11
H -0.34546 5.32381 -27.03261 0.12
H 0.35217 1.94685 -25.55492 0.08
H 1.61252 3.17192 -25.82041 0.08
H 0.44478 2.81608 -27.03839 0.08
C -3.69646 11.86782 -8.35182 -0.12
O -2.97926 11.39705 -7.23676 -0.20
C -3.23870 10.03961 -6.84691 -0.21
C -2.25326 9.66118 -5.75217 -0.21
N -2.51559 10.33937 -4.48536 -0.05
C -3.81692 9.98769 -3.88102 -0.19
C -4.11003 10.68065 -2.53931 -0.21
O -3.95426 12.11506 -2.51770 -0.19
C -3.86515 12.64792 -1.19836 -0.12
H -4.73801 11.98539 -8.05274 0.09
H -3.63699 11.16169 -9.18004 0.08
H -3.32003 12.81457 -8.73922 0.09
H -2.97972 9.44463 -7.72271 0.12
H -4.27374 9.85307 -6.56054 0.11
H -1.23928 9.94950 -6.02934 0.12
H -2.26552 8.57724 -5.63798 0.12
H -2.40641 11.30650 -4.75527 0.10
H -3.96342 8.91850 -3.72782 0.12
H -4.65355 10.26327 -4.52305 0.10
H -3.47406 10.23989 -1.77160 0.11
H -5.11935 10.44078 -2.20491 0.12
H -3.17258 12.15668 -0.51489 0.08
H -4.84420 12.50287 -0.74172 0.08
H -3.71084 13.72618 -1.23891 0.09
C 4.19536 8.59567 -10.21161 -0.06
O 5.29533 7.87942 -9.62839 -0.34
C 5.79680 8.47718 -8.41068 -0.16
C 7.02920 7.67770 -8.03721 -0.20
N 6.72649 6.24615 -7.96125 -0.06
C 7.97286 5.47169 -8.05690 -0.17
C 7.60218 4.00243 -8.49277 -0.19
O 6.76310 4.04496 -9.62924 -0.32
C 6.38710 2.75200 -10.08128 -0.06
H 3.90594 8.17369 -11.17403 0.09
H 4.43706 9.64475 -10.38225 0.10
H 3.28609 8.49128 -9.61963 0.10
H 4.99409 8.43942 -7.67425 0.14
H 6.12008 9.50816 -8.55442 0.14
H 7.48047 8.00328 -7.09995 0.13
H 7.82695 7.92409 -8.73791 0.13
H 6.61702 6.06126 -6.97438 0.13
H 8.50067 5.38095 -7.10754 0.13
H 8.71019 5.76819 -8.80291 0.13
H 7.13872 3.46962 -7.66246 0.13
H 8.52035 3.45695 -8.71077 0.13
H 5.90311 2.24261 -9.24799 0.10
H 7.29122 2.23778 -10.40719 0.10
H 5.65657 2.73403 -10.89005 0.10
C -8.05403 7.23907 -10.90109 -0.08
O -7.39611 6.58466 -11.98494 -0.22
C -7.30536 7.30375 -13.19306 -0.23
C -6.34229 6.43996 -14.02224 -0.20
N -6.87698 5.12297 -14.43505 -0.06
C -5.85201 4.33656 -15.05885 -0.23
C -6.33453 2.87807 -15.21758 -0.22
O -6.25398 2.16465 -13.99158 -0.19
C -6.72164 0.82825 -14.14535 -0.11
H -9.07282 7.26747 -11.28758 0.09
H -7.61218 8.19373 -10.61563 0.08
H -8.02011 6.54688 -10.05976 0.08
H -6.94358 8.31574 -13.01111 0.12
H -8.25306 7.38976 -13.72463 0.12
H -5.51484 6.24901 -13.33890 0.12
H -6.03438 7.10603 -14.82825 0.12
H -7.15842 4.61101 -13.61117 0.10
H -4.88600 4.35443 -14.55427 0.12
H -5.70109 4.84379 -16.01176 0.12
H -5.62921 2.50375 -15.95953 0.12
H -7.35711 2.83887 -15.59294 0.12
H -6.83103 0.33240 -13.18085 0.08
H -6.05222 0.27346 -14.80275 0.09
H -7.71755 0.85179 -14.58775 0.08
```

For the HOMO energy, the calculation gives -5.89 eV. The value obtained for the calculated total energy is -5669.381515 hartree. As for the LUMO energy: -2.477 eV. For the energy relative to the best compared isomer or geometry (same formula, charge and spin), the calculation gives 211.3 kcal per mole.